A 2-piece molecular cluster, C4H14N3O overall in a non-equilibrium geometry. Source: the Open Molecules 2025 dataset; level of theory: wB97M-V/def2-TZVPD.

```
22
Properties=species:S:1:pos:R:3:forces:R:3:lowdin_charge:R:1
C 0.3435 1.4362 -1.6353 -0.49 -3.96 -3.05 -0.285
C 0.6122 -0.1189 -1.3152 0.24 1.25 1.35 -0.133
C 0.0763 -0.6520 0.0203 1.74 1.08 0.65 -0.305
C 0.6757 -0.2111 1.1355 1.18 1.69 0.60 -0.122
N 0.6554 -0.4133 2.5150 -2.68 -2.72 -2.13 0.108
N -0.7851 -1.7676 0.0747 -2.01 -3.04 1.72 0.171
N 1.6527 1.9405 -1.5393 2.26 4.64 -0.44 -0.061
H -0.4398 1.8346 -1.0002 0.57 0.47 0.51 0.107
H -0.1203 1.4730 -2.7289 0.77 0.00 1.94 0.137
H 1.7097 -0.3077 -1.3748 -0.68 0.48 0.46 0.124
H 0.3270 -0.6230 -2.1642 -1.52 -1.76 -1.68 0.069
H 1.3370 0.5838 0.7909 0.22 0.14 0.78 0.130
H 0.2399 -1.2832 2.8838 0.34 0.89 -0.37 0.110
H 1.2146 0.0258 3.1772 1.34 1.16 0.52 0.076
H -1.1046 -1.9336 -0.8599 -0.07 -0.76 -0.82 0.149
H -1.7478 -1.5907 0.6011 1.81 0.23 -0.43 0.163
H -0.3029 -2.6707 0.4837 -1.27 1.95 -1.17 0.228
H 2.4560 1.7222 -2.2082 -2.20 -0.66 0.89 0.126
H 1.5713 2.9703 -1.7300 0.39 -0.94 0.64 0.097
H -3.5576 -0.3494 1.6487 -4.58 -0.09 2.47 -0.008
H -2.0672 0.2190 1.9258 -2.65 -1.48 -1.75 0.144
O -2.7461 -0.2841 1.2992 7.30 1.43 -0.68 -0.026
```
Positions in Å, forces in eV/Å.

Output
HOMO-LUMO gap = 8.8 eV
ΔE to the lowest compared entry with this formula, charge and spin = 89.32 kcal per mole
E_tot = -399.99020 a.u.
total charge = +1

A 2-piece molecular cluster, C4H14N3S overall. Source: the Open Molecules 2025 dataset; level of theory: wB97M-V/def2-TZVPD.

```
22
Properties=species:S:1:pos:R:3:forces:R:3:lowdin_charge:R:1
N 1.0123 -0.6922 0.7594 0.01 0.47 -0.51 -0.039
C 0.2145 -0.4309 1.9533 0.49 -0.50 0.00 -0.311
C -0.8658 -1.5043 2.0774 -0.47 0.76 0.31 -0.299
N -1.9210 -1.1057 3.0459 -0.10 -0.60 0.01 -0.033
H 1.9302 -1.0587 0.9420 0.16 -0.20 0.34 0.044
H 1.1812 0.1964 0.2450 -0.21 -0.22 0.23 -0.079
H -0.2060 0.5706 1.8702 -0.28 -0.07 0.00 0.097
H 0.8182 -0.4488 2.8733 0.00 0.13 -0.01 0.098
H -1.3345 -1.5855 1.0993 0.00 -0.17 -0.06 0.097
H -0.4163 -2.4626 2.3547 0.11 -0.08 -0.24 0.094
H -2.6958 -1.7578 2.9547 -0.13 0.16 -0.31 0.044
H -1.6141 -1.3267 3.9837 0.38 0.30 0.26 0.042
C 0.4558 1.1120 -3.1062 0.05 0.44 -0.65 -0.435
C -0.0154 1.9911 -1.9629 -0.16 0.33 0.33 -0.755
S 1.2738 2.3197 -0.7087 -0.02 -0.18 0.00 0.186
N 0.7938 -0.2740 -2.7758 -0.09 0.25 0.34 -0.034
H 1.3291 1.6200 -3.5313 0.13 -0.28 0.05 0.081
H -0.2817 1.1141 -3.9239 -0.15 -0.14 0.17 0.084
H -0.9236 1.5697 -1.5029 0.15 -0.12 -0.01 0.037
H -0.3258 2.9595 -2.3715 -0.02 -0.06 -0.14 0.022
H 0.0408 -0.6018 -2.1745 -0.10 -0.22 -0.11 0.040
H 1.5503 -0.2044 -2.1012 0.24 0.00 0.00 0.016
```
Positions in Å, forces in eV/Å.

Output
HOMO-LUMO gap = 6.2 eV
ΔE to the lowest compared entry with this formula, charge and spin = 5.66 kcal per mole
E_tot = -723.27910 a.u.
total charge = -1

One molecule with the formula C4H14N4. Source: the Open Molecules 2025 dataset; level of theory: wB97M-V/def2-TZVPD.

```
22
Properties=species:S:1:pos:R:3:forces:R:3:lowdin_charge:R:1
C 1.5164 -1.7264 1.3217 -0.14 0.02 0.03 -0.131
N 1.0541 -1.2380 0.0375 0.03 -0.13 -0.23 -0.074
C 0.1571 -0.0829 0.0330 0.09 0.04 -0.34 -0.616
C 0.9130 1.1518 0.5252 -0.24 -0.29 -0.15 -0.029
N -1.0507 -0.2298 0.8455 -0.04 0.02 0.27 0.064
C -0.2743 0.0934 -1.4494 0.07 0.12 0.34 -0.188
N -0.9466 1.3237 -1.8132 0.15 0.16 0.06 -0.147
N -2.1900 1.5714 -1.1698 -0.29 0.01 0.20 -0.028
H 2.1461 -2.5969 1.1458 0.04 0.00 0.09 0.079
H 0.7097 -2.0221 2.0116 0.09 0.04 -0.01 0.071
H 2.1227 -0.9615 1.8041 0.06 -0.07 0.08 0.070
H 0.6218 -1.9999 -0.4762 0.02 0.09 -0.01 0.104
H 0.2729 2.0277 0.4640 -0.02 0.09 0.03 0.075
H 1.2111 1.0308 1.5632 0.07 0.03 0.12 0.071
H 1.8011 1.2997 -0.0822 0.11 0.05 -0.03 0.091
H -1.5345 -1.0932 0.6190 0.02 0.05 0.05 0.088
H -0.8226 -0.2419 1.8336 -0.04 -0.09 -0.02 0.075
H 0.6226 0.0189 -2.0677 0.00 -0.07 0.03 0.119
H -0.9438 -0.7337 -1.7154 0.07 -0.07 -0.01 0.115
H -0.3473 2.1228 -1.6263 -0.17 -0.15 -0.17 0.089
H -2.8881 0.9844 -1.6213 0.11 0.21 0.04 0.064
H -2.1509 1.3015 -0.1828 -0.01 -0.06 -0.38 0.039
```
Positions in Å, forces in eV/Å.

Output
HOMO-LUMO gap = 9.4 eV
ΔE to the lowest compared entry with this formula, charge and spin = 29.03 kcal per mole
SMILES = CN[C@](C)(N)CNN
E_tot = -379.78755 a.u.

An isolated ion of composition C4H14N4 and charge +2 in a non-equilibrium geometry. Source: the Open Molecules 2025 dataset; level of theory: wB97M-V/def2-TZVPD.

```
22
Properties=species:S:1:pos:R:3:forces:R:3:lowdin_charge:R:1
C -1.5833 -1.9387 -0.1494 -0.12 0.02 1.08 0.031
N -0.4721 -1.0108 0.1555 -0.73 -1.75 1.93 -0.038
N 0.6276 -1.1934 -0.5255 1.68 1.86 -0.59 0.098
C 1.4472 0.0861 -0.6790 1.99 -1.48 3.75 -0.265
C 2.6941 -0.0287 0.2712 -0.01 0.68 1.52 0.010
N 0.6865 1.1485 -0.1798 -2.42 2.54 0.71 0.078
N -0.6315 1.0944 -0.3969 0.89 0.68 0.62 -0.013
C -1.6008 1.8855 0.2865 -0.39 0.51 2.78 0.022
H -1.2978 -2.9206 -0.4471 1.01 -0.66 -0.49 0.106
H -2.0885 -2.1343 0.7783 -0.67 0.34 0.30 0.109
H -2.2233 -1.5523 -0.9157 -0.42 0.54 -0.30 0.106
H -0.3654 -0.7839 1.2634 0.03 -0.37 -3.18 0.268
H 0.7342 -1.8497 -1.3133 -1.00 0.16 0.44 0.206
H 1.7799 0.2630 -1.6420 0.14 -0.16 -2.42 0.152
H 2.2992 -0.4949 1.2366 0.73 0.59 -1.14 0.108
H 3.0948 1.0183 0.5425 -0.55 -1.57 -0.63 0.126
H 3.5438 -0.6451 -0.0947 -0.84 0.42 -0.05 0.110
H 0.9025 1.7911 0.6308 0.33 -1.34 -1.01 0.214
H -0.9766 0.9441 -1.2938 0.13 -1.13 -2.51 0.162
H -2.3267 1.1186 0.7132 1.03 1.09 0.61 0.140
H -1.0510 2.6291 0.9639 -1.28 -1.32 -0.36 0.149
H -2.3149 2.4400 -0.3045 0.49 0.34 -1.07 0.117
```
Positions in Å, forces in eV/Å.

Output
HOMO-LUMO gap (spin up / spin down) = 8.5 / 8.2 eV
ΔE to the lowest compared entry with this formula, charge and spin = 156.60 kcal per mole
SMILES = CNN[C@H](C)/[NH+]=[NH+]/C
E_tot = -378.99636 a.u.
total charge = +2

A 2-piece molecular cluster, C4H14N4 overall in a non-equilibrium geometry. Source: the Open Molecules 2025 dataset; level of theory: wB97M-V/def2-TZVPD.

```
22
Properties=species:S:1:pos:R:3:forces:R:3:lowdin_charge:R:1
C 1.0894 -1.7832 -0.1556 -1.97 0.00 1.80 -0.422
C -1.3134 2.0721 -1.4296 2.13 -1.23 2.35 0.017
C 0.0642 -1.2438 0.6732 2.41 -1.17 -1.20 -0.106
C -0.7255 2.6511 -0.1637 -1.13 1.85 -2.46 -0.041
N 1.0683 -1.5935 -1.4964 -0.25 -0.58 -0.33 0.153
N -0.2572 -1.8797 1.9787 -0.89 1.42 0.11 0.168
N 2.0443 -2.5709 0.4187 0.78 -0.28 0.28 0.146
N -0.8139 3.9281 -0.0267 -0.89 -0.29 0.79 0.225
H -1.5451 2.8569 -2.1131 -0.81 0.14 -0.49 0.095
H -2.0498 1.3847 -1.0022 -0.83 0.43 -0.61 0.114
H -0.5979 1.3723 -1.8480 0.30 0.01 -0.39 0.092
H -0.7570 -0.8371 0.1565 -1.02 0.50 -0.11 0.067
H -0.3197 2.1957 0.6860 0.40 -1.48 0.91 0.125
H 0.1639 -1.6036 -2.0002 0.99 0.02 0.65 0.140
H 1.8212 -2.0735 -1.9760 -0.17 0.31 -0.27 0.124
H -1.0744 -2.5059 1.9101 -0.03 0.43 0.16 0.178
H 0.4660 -2.4780 2.3405 0.83 -0.22 0.08 0.143
H 2.5432 -2.2871 1.2356 -0.30 0.69 0.65 0.113
H 2.6746 -3.2213 -0.0238 -0.47 0.07 -1.08 0.128
H -0.4291 -1.1070 2.6819 0.06 -1.43 -0.67 0.191
H -1.2328 4.4671 -0.8020 0.31 0.13 0.91 0.172
H -0.8190 4.2567 0.9558 0.54 0.67 -1.08 0.180
```
Positions in Å, forces in eV/Å.

Output
HOMO-LUMO gap = 7.9 eV
ΔE to the lowest compared entry with this formula, charge and spin = 32.45 kcal per mole
E_tot = -379.19421 a.u.
total charge = +2

A 2-piece molecular cluster, C4H14N4O overall in a non-equilibrium geometry. Source: the Open Molecules 2025 dataset; level of theory: wB97M-V/def2-TZVPD.

```
23
Properties=species:S:1:pos:R:3:forces:R:3:lowdin_charge:R:1
C -0.9197 0.1480 1.6832 -0.02 -0.12 -0.25 -0.080
C -0.7104 -0.2298 0.2232 1.42 -0.71 0.14 -0.419
N -1.9161 -0.8406 -0.2953 -0.35 -0.30 0.01 0.022
C -0.2754 0.9540 -0.6942 0.36 0.00 -0.36 -0.450
N -1.2632 1.3364 -1.6942 0.00 0.20 -0.15 0.038
N 0.1225 2.1018 0.1032 0.32 0.00 0.12 0.032
H -0.0509 0.6773 2.0593 0.01 -0.02 0.10 0.063
H -1.7954 0.7874 1.7811 -0.10 0.10 0.08 0.077
H -1.0865 -0.7484 2.2806 -0.04 -0.04 0.06 0.072
H 0.1828 -0.9559 0.1910 -1.39 0.88 0.22 0.100
H -1.7530 -1.2522 -1.2080 -0.10 -0.04 0.13 0.076
H -2.2496 -1.5641 0.3317 0.07 -0.03 -0.12 0.072
H 0.6256 0.6142 -1.2378 -0.53 0.30 0.20 0.108
H -2.1980 1.2929 -1.3009 0.04 -0.11 -0.11 0.063
H -1.2348 0.7202 -2.4962 -0.07 0.00 0.00 0.063
H -0.7074 2.5529 0.4749 0.07 0.07 0.02 0.069
H 0.5727 2.7722 -0.5097 -0.14 0.02 0.01 0.072
N 2.7053 -1.1951 0.6667 -0.38 0.27 -0.19 0.129
C 2.1280 -1.5671 -0.5042 2.01 -0.57 -0.61 -0.448
O 2.1173 -0.8785 -1.5071 -0.57 -0.12 0.42 -0.006
H 2.8381 -1.8508 1.4166 -0.15 0.16 0.02 0.097
H 2.9387 -0.2188 0.7757 0.08 -0.14 0.16 0.113
H 1.9294 -2.6560 -0.5396 -0.53 0.22 0.10 0.134
```
Positions in Å, forces in eV/Å.

Output
HOMO-LUMO gap = 9.6 eV
ΔE to the lowest compared entry with this formula, charge and spin = 0.00 kcal per mole
SMILES = C[C@@H](N)C(N)N.NC=O
E_tot = -455.06485 a.u.

C4H14N4O4Tl as an isolated structure in a non-equilibrium geometry. Source: the Open Molecules 2025 dataset; level of theory: wB97M-V/def2-TZVPD.

```
27
Properties=species:S:1:pos:R:3:forces:R:3:lowdin_charge:R:1
Tl 21.4324 22.0177 23.7830 0.08 -0.43 0.02 1.228
C 19.0126 23.5238 27.8210 -1.24 0.21 0.70 -0.111
C 20.0314 24.4708 26.9568 1.04 -1.96 0.47 -0.073
O 20.2039 24.0128 25.6211 -0.60 0.58 1.69 -0.086
O 19.3120 22.1665 28.0616 0.14 1.28 -0.78 0.047
H 18.0130 23.5608 27.3878 -0.04 0.02 -1.22 0.151
H 18.7669 24.0085 28.7659 0.86 0.36 0.20 0.151
H 20.9820 24.3719 27.4809 0.12 0.06 -0.20 0.147
H 19.6546 25.4874 27.0691 -0.49 0.01 -0.32 0.164
H 19.3153 24.1453 25.2826 -0.35 0.19 -1.07 0.114
H 19.2991 22.1032 29.0194 0.48 -0.50 0.68 0.145
C 18.3511 20.1335 25.4857 0.77 -1.73 -1.62 -0.677
O 19.4910 20.4343 25.2080 2.93 2.38 -0.71 0.023
N 17.5044 19.6300 24.6326 -1.23 -0.46 -1.49 0.294
N 17.9142 20.1309 26.6925 -1.41 0.19 3.93 0.324
H 17.7088 19.7572 23.6517 -0.59 -0.60 -0.16 0.166
H 16.6561 19.2778 25.0527 -0.52 -0.01 -1.21 0.158
H 16.9394 19.8960 26.8142 -0.11 0.41 0.71 0.168
H 18.4282 20.6251 27.4078 0.15 -0.19 0.39 0.117
C 22.9657 18.5582 22.8731 1.57 -0.31 0.74 -0.668
O 22.1967 19.3564 23.3853 -2.66 2.06 0.76 -0.040
N 23.0406 17.3503 23.3617 -0.21 -2.64 1.75 0.324
N 23.8698 18.8592 22.0045 0.89 1.44 -1.68 0.280
H 23.6350 16.6293 22.9784 -0.22 -0.28 -0.27 0.168
H 22.6915 17.2062 24.2984 -0.27 -0.24 -0.03 0.165
H 23.8736 19.8479 21.7983 0.79 -0.23 -0.78 0.153
H 24.5784 18.1906 21.7380 0.12 0.40 -0.49 0.166
```
Positions in Å, forces in eV/Å.

Output
HOMO-LUMO gap = 2.4 eV
ΔE to the lowest compared entry with this formula, charge and spin = 0.00 kcal per mole
E_tot = -852.00365 a.u.
total charge = +3

A 2-piece molecular cluster, C4H14NO overall in a non-equilibrium geometry. Source: the Open Molecules 2025 dataset; level of theory: wB97M-V/def2-TZVPD.

```
20
Properties=species:S:1:pos:R:3:forces:R:3:lowdin_charge:R:1
C 2.1387 -0.1965 0.9035 0.19 0.36 -0.50 -0.030
C 0.6824 0.1029 0.4293 1.30 -0.80 1.51 -0.364
C 0.5730 1.2628 -0.5577 -0.07 0.74 1.78 -0.198
C -0.8681 1.5015 -0.9735 -0.57 0.70 -2.11 -0.105
N 0.0751 -1.1487 -0.1019 -1.22 1.13 -2.54 0.163
H 2.4565 0.4308 1.7435 -0.39 0.18 -0.28 0.093
H 2.7704 0.0585 0.0587 0.47 -0.12 -0.02 0.079
H 2.4120 -1.2110 1.2332 -0.68 0.09 -0.32 0.090
H 0.1314 0.2605 1.3462 -0.54 0.60 0.01 0.146
H 1.0051 2.1206 0.0694 -0.64 -0.87 -1.23 0.159
H 1.1861 1.1385 -1.4562 0.15 -0.13 0.29 0.125
H -0.9808 2.4432 -1.5672 0.43 -0.83 0.17 0.101
H -1.2734 0.6919 -1.6343 0.48 0.56 0.29 0.086
H -1.6349 1.6491 -0.2478 -0.10 -0.15 1.31 0.068
H -0.9049 -0.9655 -0.4853 1.01 -0.16 1.37 0.115
H 0.5128 -1.3402 -1.0008 0.87 -0.97 0.31 0.175
H 0.0008 -1.9148 0.5627 0.28 -0.12 -0.29 0.164
H -3.0595 -2.1828 0.2481 0.79 -0.72 -1.33 0.092
H -2.8904 -1.1627 1.0803 1.48 0.95 -0.27 0.107
O -2.3322 -1.5381 0.3496 -3.22 -0.43 1.86 -0.064
```
Positions in Å, forces in eV/Å.

Output
HOMO-LUMO gap = 12.7 eV
ΔE to the lowest compared entry with this formula, charge and spin = 23.47 kcal per mole
E_tot = -290.53782 a.u.
total charge = +1